A structure of composition C30H27AuN4O4S3. Source: the OMol25 dataset; level of theory: ωB97M-V with the def2-TZVPD basis set.

Output
Lowest unoccupied orbital energy (spin up / spin down): -0.01232 / -0.04912 hartree
Charge: 0
Multiplicity: 3
DFT total energy: -3009.49118 hartree
Energy relative to the best compared isomer or geometry (same formula, charge and spin): 53.24 kcal/mol
Highest occupied orbital energy (spin up / spin down): -0.2929 / -0.3060 Ha
Kohn-Sham gap (spin up / spin down): 7.64 / 6.99 eV

Each line ends with the Löwdin charge.
Positions of all 69 atoms, in Å:
Au: -0.4026 -0.6856 -0.1884  1.10
C: -2.4626 6.0929 -0.6477  -0.07
C: -2.2203 4.7968 0.0814  -0.27
C: -1.0427 4.6278 0.7064  -0.02
C: -0.4694 3.5283 1.4919  -0.04
C: -0.8558 2.2552 1.4411  -0.22
C: -3.3090 2.5566 0.8862  -0.30
C: -3.4379 3.8934 0.1245  -0.47
S: -0.0292 1.0183 2.4504  0.53
O: 1.3694 1.2242 2.1996  -0.31
O: -0.5498 1.2069 3.7805  -0.29
N: -0.4644 -0.4129 1.9048  -0.32
C: -1.7774 -0.9031 2.3596  -0.19
C: -2.1133 -2.2001 1.6291  -0.65
O: -2.6606 -3.1298 2.1848  0.05
O: -1.8111 -2.2175 0.3545  -0.15
H: -1.6252 6.7741 -0.5137  0.08
H: -3.3678 6.5864 -0.2830  0.09
H: -2.6063 5.9250 -1.7151  0.07
H: -0.3651 5.4711 0.6201  0.11
H: 0.3823 3.7834 2.1122  0.12
H: -4.0804 1.8812 0.5064  0.14
H: -4.2163 4.4820 0.6264  0.12
H: -2.5831 -0.1956 2.1119  0.11
H: -1.7856 -1.0571 3.4363  0.12
C: 0.0020 -2.7819 -2.9514  -0.06
C: -0.8830 -1.6032 -3.1737  -0.62
N: -1.1585 -0.7274 -2.2507  -0.03
C: -2.0406 0.2551 -2.6700  -0.29
C: -2.3924 0.1122 -3.9749  -0.34
S: -1.6570 -1.2719 -4.6550  1.10
C: -2.4928 1.3162 -1.7211  -0.25
C: -3.4798 2.1451 -2.1098  -0.35
S: -4.2051 3.5917 -1.4945  1.02
C: -1.9783 1.9753 0.5155  -0.25
N: -1.6786 1.4141 -0.5919  0.11
C: -3.5072 2.7538 2.3893  -0.02
H: -0.0207 -3.0592 -1.8975  0.07
H: 1.0306 -2.5438 -3.2268  0.09
H: -0.3279 -3.6337 -3.5439  0.08
H: -3.0361 0.7361 -4.5691  0.07
H: -3.9462 1.9167 -3.0609  0.06
H: -4.5672 2.9072 2.5944  0.09
H: -2.9560 3.6209 2.7510  0.09
H: -3.1659 1.8923 2.9617  0.08
N: 1.7550 -0.9330 -0.4804  0.18
C: 2.6385 -1.7622 -0.1588  -0.29
C: 2.2252 -3.1794 0.0993  -0.21
C: 2.8051 -4.2061 -0.6429  -0.05
C: 2.3542 -5.5053 -0.4803  -0.08
C: 1.3338 -5.7797 0.4238  -0.07
C: 0.7716 -4.7593 1.1743  -0.05
C: 1.2212 -3.4550 1.0182  -0.03
C: 4.0698 -1.3642 -0.0788  -0.17
C: 4.5086 -0.2060 -0.7152  -0.02
C: 5.8332 0.1779 -0.6126  -0.07
C: 6.7243 -0.5898 0.1279  -0.08
C: 6.2878 -1.7410 0.7650  -0.07
C: 4.9612 -2.1319 0.6609  -0.02
H: 3.5968 -3.9828 -1.3479  0.12
H: 2.7937 -6.3051 -1.0619  0.10
H: 0.9766 -6.7942 0.5413  0.10
H: -0.0340 -4.9638 1.8666  0.11
H: 0.7902 -2.6502 1.5969  0.09
H: 3.8047 0.3869 -1.2841  0.11
H: 6.1731 1.0769 -1.1084  0.10
H: 7.7599 -0.2875 0.2078  0.10
H: 6.9786 -2.3355 1.3473  0.11
H: 4.6155 -3.0271 1.1609  0.12